12 unconnected molecules or ions with the total composition C4H32N2O12S in a non-equilibrium geometry, computed with wB97M-V/def2-TZVPD.

XYZ file:
```
51
Properties=species:S:1:pos:R:3:forces:R:3
N 1.925203 2.701992 0.457952 0.570 -1.324 3.862
C 3.002257 1.856844 -0.031365 -0.919 -1.748 0.430
N 2.605575 0.867043 -1.135316 1.077 3.449 -0.187
C 2.035216 -0.359313 -1.078777 0.106 2.423 1.233
O 1.535297 -0.743339 -2.097592 -1.526 -1.679 -2.407
C 1.925031 -1.125334 0.194697 -0.261 1.626 2.312
C 2.631845 -2.499559 0.050330 -3.053 -0.035 -2.479
S 4.007848 -2.418287 -1.166477 -1.360 0.162 -0.720
H 1.660513 2.326549 1.445515 0.077 1.098 -2.616
H 1.132856 2.761748 -0.131463 -0.604 -0.167 -0.461
H 3.464695 1.330530 0.856322 -0.522 0.294 -1.194
H 3.742518 2.513510 -0.405684 0.956 0.227 -0.952
H 2.470836 1.407127 -2.079470 0.363 -1.913 2.451
H 2.408730 -0.530888 1.124752 -1.229 -1.453 -2.662
H 0.743236 -1.154778 0.402819 2.728 -0.298 -0.203
H 1.782487 -3.233798 -0.328206 2.170 1.004 1.053
H 2.995537 -2.663799 1.016601 0.684 -1.181 1.171
H 3.112744 -1.977766 -2.194744 1.423 -0.775 1.175
O -2.508196 -1.021899 1.954635 -0.272 -0.745 -0.817
H -1.997887 -0.263423 2.222507 0.719 0.440 -0.272
H -2.073942 -1.455236 1.140797 -0.148 0.568 1.202
O -0.185987 -0.667387 4.273092 -0.471 0.223 0.486
H -0.884560 -0.174208 3.780409 0.590 -1.031 0.536
H -0.445583 -1.565040 4.449931 -0.805 -0.395 0.059
O 1.626838 0.027192 2.807954 0.908 -1.339 0.954
H 1.204904 -0.784141 3.200812 -0.624 0.752 -1.069
H 2.201200 0.089728 3.576316 0.646 1.174 0.092
O -4.604726 0.590747 1.106693 1.909 -1.905 0.034
H -5.158095 -0.256887 0.996725 1.560 2.008 0.708
H -3.561001 0.279945 1.202237 -3.801 -0.085 0.141
O -2.400153 2.476793 -3.542983 0.269 2.901 -3.030
H -1.667812 2.580526 -2.987726 0.772 -0.758 1.574
H -2.985897 1.791381 -3.394230 -1.190 -2.132 1.348
O -0.596237 1.387612 2.690678 -1.830 0.081 -2.888
H 0.206092 0.871653 2.685445 1.190 0.042 1.014
H -0.948582 1.765980 3.461957 0.249 0.636 1.746
O -4.063745 1.543471 -1.409359 -0.973 4.347 2.381
H -4.374252 2.540971 -1.246015 0.811 -2.522 -2.066
H -4.052985 1.529865 -0.412899 -0.067 -1.895 -0.529
O 0.252230 2.330986 -1.783360 -0.453 0.134 -0.609
H -0.090142 3.129192 -2.220412 0.379 -0.478 0.024
H 0.286097 1.590695 -2.418794 -0.087 0.454 0.076
O -3.713537 -1.209850 -0.973045 -0.421 -0.749 0.459
H -3.577752 -0.672118 -1.761220 -0.799 0.233 0.350
H -4.525280 -0.995967 -0.461422 1.057 0.270 -1.440
O -1.488069 -2.414491 -0.135414 4.963 -3.606 4.259
H -0.853627 -1.829721 -0.479829 0.884 1.147 -0.968
H -2.250214 -2.256630 -0.522391 -5.861 1.342 -3.331
O -1.225913 0.023623 -0.489489 4.495 0.910 0.278
H -0.413586 0.655853 -0.503690 -2.436 -1.278 -0.022
H -1.980792 0.534979 -0.633569 -1.839 1.545 -0.485
```
Positions in Å, forces in eV/Å.

Results
calculated total energy: -43049.655 eV
energy above the lowest of the compared OMol25 structures with the same formula, charge and spin: 5.319 eV
HOMO level: -8.778 eV
SMILES: NCNC(=O)CCS.O.O.O.O.O.O.O.O.O.O.O

Löwdin population analysis, charges in e, atoms 1 to 4:
1 N 0.009
2 C -0.233
3 N 0.084
4 C -0.688



11 unconnected molecules or ions with the total composition C4H32NO10 in a non-equilibrium geometry, computed with wB97M-V/def2-TZVPD.

XYZ file:
```
47
Properties=species:S:1:pos:R:3:forces:R:3
C -2.291141 0.006648 1.356748 -0.814 -0.939 -1.003
C -1.630634 1.288305 1.780370 -0.941 1.545 0.584
N -0.822947 1.916286 0.638331 0.504 -0.621 0.538
C 0.551065 2.378824 1.026559 0.073 0.825 0.112
C -2.759961 2.300947 2.170771 1.140 -0.062 0.198
H -3.245249 0.239283 0.874064 0.063 0.343 -0.092
H -2.617830 -0.690557 2.122358 0.501 0.252 0.614
H -1.791660 -0.582947 0.590911 0.411 0.069 0.357
H -0.949827 1.328745 2.626849 0.115 -1.030 -0.090
H -0.731804 1.180297 -0.097145 -0.220 0.642 0.093
H -2.700825 1.516649 -2.646035 -0.193 0.353 -0.142
H 0.553237 3.448178 1.215111 -0.463 0.038 0.271
H 0.880300 1.906813 1.948182 0.096 -0.308 -0.329
H 1.280260 2.331947 0.221519 -0.308 -0.781 -0.065
H -2.918327 2.902184 1.277687 -0.758 0.168 0.194
H -2.408346 2.931138 2.990784 -0.070 0.223 -0.231
H -3.666274 1.815929 2.532450 0.071 -0.051 -0.362
H 0.075220 0.869683 -3.414915 -0.205 0.033 -0.104
H 1.414678 0.135852 -3.523845 0.070 -0.090 0.003
O 0.896256 0.705512 -2.948620 0.319 0.244 -0.058
H -1.578693 -2.411673 -2.439219 -0.054 0.369 0.045
H -2.866371 -1.653099 -2.504805 -0.082 0.164 -0.031
O -1.922703 -1.498017 -2.373233 -0.313 -0.773 -0.194
H 0.384866 -4.399176 -1.705605 0.150 -0.483 -0.176
H 0.260963 -2.934085 -2.004001 0.352 -0.279 -0.192
O -0.275265 -3.709850 -1.761887 -0.081 0.706 0.302
H 2.646713 -2.201485 -3.031730 0.203 -0.124 0.301
H 2.313196 -1.900439 -1.486613 0.041 0.095 -0.837
O 1.962172 -1.935386 -2.411383 -0.241 0.031 0.768
H 0.618877 -0.099053 -1.410328 -0.182 0.505 -0.427
H -0.281605 -1.182411 -0.873906 -0.643 0.145 -0.056
O -0.065791 -0.253447 -0.728796 0.408 -0.519 0.197
H 3.157901 -0.482963 1.378858 0.146 0.385 0.223
H 4.442256 -0.677502 2.175402 -0.184 0.581 0.033
O 3.792746 0.008306 1.943378 0.216 -0.531 -0.074
H 0.849580 -4.469358 1.949583 -0.224 0.163 -0.468
H 0.219851 -3.972283 0.565336 0.150 -0.206 0.501
O 0.885046 -3.797382 1.252433 0.025 0.072 -0.125
H -1.305911 2.747441 0.322637 -0.332 -0.294 -0.598
H -2.350727 0.393920 -1.730618 0.145 -0.059 0.193
O -2.618613 1.324103 -1.709407 0.180 -0.252 -0.021
H 3.542636 3.578293 0.784373 -0.240 0.798 -0.162
H 3.256300 2.623535 1.790068 -0.309 -0.339 0.758
O 2.891224 3.466440 1.491437 1.130 -0.465 -0.457
H 1.889754 -2.209944 0.875416 -0.131 0.419 -0.067
H 1.064329 -0.967489 0.427276 0.306 0.143 0.041
O 1.971075 -1.316712 0.473198 0.177 -1.106 0.034
```
Positions in Å, forces in eV/Å.

Results
calculated total energy: -26627.343 eV
energy above the lowest of the compared OMol25 structures with the same formula, charge and spin: 0.786 eV
HOMO level: -13.309 eV
charge: +1

Löwdin population analysis, charges in e, atoms 1 to 4:
1 C -0.044
2 C -0.317
3 N 0.028
4 C -0.022



12 unconnected molecules or ions with the total composition C4H32NO13 in a non-equilibrium geometry, computed with wB97M-V/def2-TZVPD.

XYZ file:
```
50
Properties=species:S:1:pos:R:3:forces:R:3
C 2.206798 1.566173 -2.512232 0.312 -1.639 -0.602
C 2.659465 0.294151 -1.726026 -0.986 1.520 -1.099
C 2.729412 0.771468 -0.268707 -1.078 -1.708 0.678
O 2.238184 -0.239484 0.653775 1.021 0.930 0.467
N 1.735706 -0.812816 -1.986518 1.085 2.402 -2.259
C 0.344584 -0.616666 -2.406617 -0.533 -2.487 2.662
O -0.386010 -0.907838 -1.209258 -0.969 0.075 -0.409
H 1.168064 1.722178 -2.257255 0.047 0.878 0.241
H 2.234598 1.311761 -3.577143 -0.033 0.120 -0.056
H 2.893326 2.396242 -2.367861 -0.287 0.185 0.356
H 3.604373 0.035854 -2.211011 0.431 -0.181 0.834
H 3.732940 1.113552 -0.009298 -0.046 0.087 0.085
H 1.954429 1.487328 -0.002209 0.530 0.941 -0.879
H 2.382925 -1.125890 0.357712 0.586 -1.020 -0.257
H 1.732318 -1.451303 -1.241461 -0.333 -0.980 0.775
H -0.104225 0.297488 -2.779042 1.110 0.575 -0.388
H 0.223598 -1.413232 -3.154177 -0.606 0.148 -0.122
H 2.877964 1.588304 1.953611 -0.511 0.374 0.262
H 1.813371 2.730392 2.300397 0.231 -0.471 0.026
O 2.765897 2.489715 2.288604 0.455 0.037 0.067
H -1.573461 -3.520433 -1.234749 0.189 0.056 0.700
H -0.972147 -2.146168 -0.769204 0.343 -0.979 -0.117
O -1.336230 -3.088132 -0.392165 0.523 0.170 -1.573
H -2.347825 0.977950 -2.038351 -0.554 0.075 0.397
H -1.803526 -0.047436 -1.078782 0.207 0.986 0.004
O -2.386427 0.799718 -1.084652 0.984 -0.738 -1.124
H 0.407588 -0.444869 2.470803 -0.658 0.742 -0.747
H 1.413778 -1.368588 2.938984 -0.451 -0.543 0.379
O 0.457506 -1.362560 2.740549 1.826 -1.156 1.552
H 0.853892 -3.094705 0.145197 0.100 -0.341 0.210
H 1.171129 -2.190411 1.284675 -0.172 -0.575 0.376
O 1.556858 -2.954546 0.805694 -0.240 0.484 -0.711
H -3.738510 0.421124 1.572394 -0.253 0.094 0.832
H -3.104387 0.869647 0.378256 -0.156 1.489 0.469
O -3.393980 1.262058 1.250018 0.109 -1.294 -0.707
H -2.095615 -1.585788 0.461686 0.334 -0.723 0.048
H -2.575628 -2.512963 1.613134 0.536 -0.589 -0.191
O -2.718276 -1.682262 1.178299 -1.506 1.782 0.712
H 0.018328 -0.239329 0.403487 -1.131 0.062 0.422
H -1.189049 0.072811 1.555191 0.123 -0.273 -0.952
O -0.301663 0.263154 1.207471 -0.049 1.788 -0.399
H -3.353427 -2.329726 -2.200941 0.024 0.069 0.490
H -3.709118 -1.615159 -0.845562 0.180 -0.335 -0.156
O -3.846329 -1.605055 -1.803354 -0.415 0.085 -0.384
H -1.286364 2.616338 -0.565103 -0.159 0.614 -0.076
H -0.236610 2.028579 0.134755 0.749 -0.863 0.358
O -0.432417 2.909690 -0.196612 -0.696 -0.365 -0.594
H -0.454324 2.498551 2.849729 0.210 0.060 0.250
H -0.181942 3.043768 1.490510 0.129 0.707 0.320
O 0.117455 3.149100 2.422857 -0.549 -0.272 -0.166
```
Positions in Å, forces in eV/Å.

Results
calculated total energy: -32775.963 eV
energy above the lowest of the compared OMol25 structures with the same formula, charge and spin: 1.371 eV
HOMO level: -5.630 eV
charge: -1

Löwdin population analysis, charges in e, atoms 1 to 4:
1 C -0.058
2 C -0.344
3 C -0.170
4 O -0.109



12 unconnected molecules or ions with the total composition C4H32O12 in a non-equilibrium geometry, computed with wB97M-V/def2-TZVPD.

XYZ file:
```
48
Properties=species:S:1:pos:R:3:forces:R:3
C 1.302042 -0.526320 -1.087168 -0.129 -2.044 0.712
C 0.645125 -1.448528 0.012426 0.177 1.631 -0.441
O 0.668790 -2.810146 -0.357492 0.098 -0.100 -0.119
H 1.215354 0.543057 -0.894778 0.090 -0.223 0.117
H 0.952189 -0.783680 -2.086909 -0.510 0.179 0.095
H 2.324476 -0.903892 -1.099442 0.376 0.670 -0.008
H -0.369014 -1.130965 0.254845 -0.245 0.058 -0.210
H 1.210256 -1.354776 0.939750 0.193 0.356 0.061
H 0.677677 -3.252227 0.494611 -0.052 -0.552 -0.217
C -0.967973 7.490293 2.014233 -0.499 -0.636 -0.143
C -1.889926 7.212994 0.838280 0.187 -1.132 -0.351
O -2.027663 5.773425 0.648517 0.395 0.163 0.880
H -1.169204 6.651767 2.680926 0.255 0.146 0.396
H -1.322875 8.408823 2.481620 0.416 0.049 0.118
H 0.095698 7.517518 1.777653 -0.124 0.069 -0.022
H -1.484414 7.635574 -0.081004 -0.482 0.370 -0.017
H -2.862925 7.582691 1.161844 -0.156 0.263 -0.693
H -2.198674 5.460360 -0.242742 -0.005 0.681 -0.161
O -2.085875 -5.273192 -3.648272 0.042 -0.090 -0.210
H -2.996368 -5.265410 -3.353034 -0.235 -0.014 0.045
H -1.594872 -4.888413 -2.922258 0.202 0.121 0.175
O -6.434388 -1.177460 2.110614 -0.041 -0.237 -0.026
H -7.069232 -0.524405 1.816115 -0.178 0.131 -0.084
H -5.701197 -0.663718 2.449353 0.237 0.120 0.126
O -1.736248 -10.432153 2.432683 0.094 -0.182 -0.108
H -2.632769 -10.507515 2.759477 -0.224 -0.057 0.062
H -1.467480 -9.545089 2.671639 0.151 0.253 0.056
O 0.969541 -6.806163 4.060044 -0.198 -0.054 -0.147
H 1.904914 -6.813193 3.856938 0.240 -0.049 -0.095
H 0.914532 -6.396937 4.923604 -0.060 0.094 0.230
O 6.875501 -4.484156 -0.757961 0.034 -0.186 0.097
H 6.172744 -3.861959 -0.570240 -0.196 0.137 0.095
H 7.316425 -4.123278 -1.527108 0.157 0.055 -0.193
O 3.401530 6.034901 -3.518684 -0.073 -0.177 -0.114
H 3.465221 6.064392 -2.564059 -0.003 -0.029 0.241
H 3.709487 6.894319 -3.806417 0.075 0.210 -0.126
O -3.572946 2.356718 3.968988 0.007 -0.265 0.047
H -4.088407 2.976449 4.485201 -0.122 0.135 0.166
H -3.382653 2.822572 3.154743 0.114 0.133 -0.247
O 2.958695 -4.586660 -4.700034 -0.141 0.034 -0.149
H 2.986079 -4.496437 -3.747487 -0.079 0.012 0.268
H 3.876694 -4.662104 -4.960438 0.214 -0.044 -0.111
O 4.674875 2.127339 2.103514 -0.026 -0.111 0.191
H 5.203016 1.842387 1.357788 0.151 -0.109 -0.169
H 4.284192 2.953615 1.819141 -0.130 0.212 -0.025
O -3.533708 2.776805 -4.729130 0.024 0.025 0.239
H -4.334765 2.983677 -5.210533 -0.227 0.047 -0.087
H -2.881474 2.609101 -5.409355 0.206 -0.066 -0.142
```
Positions in Å, forces in eV/Å.

Results
calculated total energy: -29235.249 eV
energy above the lowest of the compared OMol25 structures with the same formula, charge and spin: 2.764 eV
HOMO level: -10.326 eV
SMILES: CCO.CCO.O.O.O.O.O.O.O.O.O.O

Löwdin population analysis, charges in e, atoms 1 to 4:
1 C -0.067
2 C -0.324
3 O -0.082
4 H 0.068